Below is a structure of composition C27H66I2NO7 at a distorted geometry, with properties calculated with ωB97M-V/def2-TZVPD.

Output
- lowest unoccupied orbital energy (Eh) = 0.073
- strongest force on any atom (eV Å⁻¹) = 1.54
- charge = -1

Each line ends with the Löwdin charge.
Element x y z (Å)
C: 0.7908 0.0898 1.1295  -0.11
C: -0.3888 0.9575 1.5790  -0.26
C: -1.2263 1.4838 0.4260  -0.29
N: -2.1316 0.5098 -0.1721  -0.06
C: -2.9178 -0.1356 0.6179  -0.85
I: -2.4599 -2.3676 0.7496  0.48
C: -4.0063 0.3053 1.2816  -0.81
C: -4.4635 1.7255 1.1628  -0.19
I: -5.2343 -0.9079 2.5378  0.66
H: 0.6164 -0.9650 1.3036  0.04
H: 1.6798 0.3969 1.6657  0.04
H: 0.9723 0.2160 0.0687  0.06
H: 0.0444 1.8332 2.0652  0.09
H: -0.9821 0.4618 2.3399  0.09
H: -0.5256 1.7745 -0.3565  0.09
H: -1.7340 2.4086 0.7025  0.08
H: -5.4591 1.8509 1.5645  0.04
H: -3.7866 2.3675 1.7140  0.06
H: -4.4964 1.9993 0.1111  0.04
C: -4.8210 1.5375 -3.6972  -0.05
C: -5.3671 1.3811 -2.2876  -0.47
C: -6.5333 0.4114 -2.2450  -0.05
O: -5.7666 2.6612 -1.7746  -0.09
H: -5.5915 1.9373 -4.3642  0.08
H: -3.9840 2.2371 -3.7087  0.08
H: -4.4825 0.5793 -4.0928  0.08
H: -4.5756 1.0254 -1.6262  0.12
H: -7.3667 0.7692 -2.8612  0.08
H: -6.9050 0.3142 -1.2235  0.08
H: -6.2305 -0.5721 -2.6027  0.06
H: -6.4693 2.9952 -2.3431  0.09
C: 5.8385 0.3006 4.3907  -0.06
C: 4.3506 0.4698 4.1146  -0.49
C: 3.5650 0.6657 5.4028  -0.06
O: 3.8528 -0.6584 3.4056  -0.07
H: 6.0133 -0.5846 5.0066  0.08
H: 6.3865 0.1584 3.4593  0.08
H: 6.2462 1.1715 4.9083  0.07
H: 4.1957 1.3291 3.4604  0.14
H: 3.6733 -0.2086 6.0507  0.08
H: 2.5030 0.7828 5.1870  0.08
H: 3.9100 1.5455 5.9492  0.08
H: 3.9799 -1.4377 3.9571  0.07
C: -3.6687 6.3508 -0.8881  -0.05
C: -4.9957 6.4808 -1.6201  -0.50
C: -6.1692 6.4257 -0.6513  -0.06
O: -5.1196 5.4495 -2.5953  -0.06
H: -3.6144 5.3903 -0.3687  0.09
H: -2.8354 6.3870 -1.5875  0.06
H: -3.5375 7.1484 -0.1555  0.08
H: -5.0214 7.4239 -2.1700  0.13
H: -6.1824 5.4670 -0.1268  0.08
H: -7.1140 6.5172 -1.1896  0.07
H: -6.1110 7.2254 0.0896  0.07
H: -5.0864 4.6071 -2.1225  0.05
C: -5.9571 -3.4723 -0.7357  -0.09
C: -5.7031 -3.6291 -2.2221  -0.50
C: -4.9114 -4.8892 -2.5398  -0.06
O: -4.9945 -2.4757 -2.6757  -0.08
H: -5.0053 -3.3774 -0.2058  -0.02
H: -6.5219 -2.5598 -0.5437  0.07
H: -6.5066 -4.3152 -0.3110  0.08
H: -6.6519 -3.6522 -2.7625  0.13
H: -3.9397 -4.8616 -2.0405  0.08
H: -4.7272 -4.9661 -3.6128  0.07
H: -5.4433 -5.7839 -2.2113  0.07
H: -4.1573 -2.4449 -2.1969  0.07
C: 0.9591 5.5621 -1.7853  -0.06
C: 0.2235 6.8470 -2.1335  -0.50
C: 1.1570 7.8732 -2.7598  -0.07
O: -0.3939 7.3904 -0.9680  -0.06
H: 1.7491 5.7610 -1.0554  0.08
H: 0.2765 4.8399 -1.3384  0.08
H: 1.4119 5.1115 -2.6696  0.08
H: -0.5892 6.6242 -2.8258  0.13
H: 1.9531 8.1414 -2.0595  0.08
H: 0.6133 8.7870 -3.0020  0.08
H: 1.6154 7.4878 -3.6718  0.08
H: 0.2989 7.5966 -0.3336  0.08
C: 5.8050 -4.7275 1.3054  -0.06
C: 5.3211 -4.2745 2.6739  -0.49
C: 3.8640 -4.6532 2.8982  -0.06
O: 5.4846 -2.8622 2.8173  -0.07
H: 5.2232 -4.2433 0.5164  0.09
H: 6.8489 -4.4471 1.1568  0.08
H: 5.7179 -5.8058 1.1853  0.06
H: 5.9405 -4.7298 3.4487  0.13
H: 3.2241 -4.1673 2.1577  0.09
H: 3.5284 -4.3241 3.8828  0.08
H: 3.7187 -5.7318 2.8251  0.08
H: 4.9440 -2.4232 2.1501  0.08
C: 8.9372 -6.6979 -1.7754  -0.06
C: 8.5384 -7.2409 -0.4114  -0.50
C: 9.1459 -8.6131 -0.1592  -0.07
O: 7.1182 -7.3035 -0.3040  -0.06
H: 8.5753 -7.3573 -2.5690  0.08
H: 8.4935 -5.7159 -1.9394  0.08
H: 10.0209 -6.6108 -1.8670  0.08
H: 8.8660 -6.5493 0.3656  0.14
H: 8.7905 -9.3301 -0.9043  0.08
H: 8.8498 -8.9872 0.8210  0.08
H: 10.2354 -8.5797 -0.2052  0.08
H: 6.7954 -7.9081 -0.9792  0.09

Below is a structure of composition C27H67O33S9V at a distorted geometry, with properties calculated with ωB97M-V/def2-TZVPD.

Output
- lowest unoccupied orbital energy (Eh) = -0.031
- strongest force on any atom (eV Å⁻¹) = 5.39
- charge = 0

Each line ends with the Löwdin charge.
Element x y z (Å)
O: 23.3541 23.5584 -26.8954  -0.31
V: 24.0594 23.3456 -28.2599  1.02
O: 23.3401 24.1866 -29.4176  -0.32
C: 27.4894 26.0494 -27.0429  -0.04
C: 26.3354 25.6947 -27.9502  -0.56
C: 26.5783 26.1348 -29.3858  -0.04
O: 25.9490 24.3618 -27.7786  -0.27
H: 27.2330 26.1284 -25.9861  0.06
H: 27.7878 27.0528 -27.3682  0.07
H: 28.3511 25.3968 -27.1782  0.06
H: 25.5117 26.3354 -27.5885  0.12
H: 27.4660 25.6526 -29.8099  0.07
H: 26.7297 27.2157 -29.4355  0.06
H: 25.7282 25.8731 -30.0207  0.07
C: 24.2140 32.1059 -32.2309  -0.15
C: 24.2733 32.2244 -30.7017  -0.11
O: 25.0063 31.0511 -30.2453  -0.24
S: 26.0389 30.5787 -31.3731  0.62
O: 26.1924 29.1581 -31.4122  -0.24
O: 27.2080 31.3920 -31.5611  -0.21
O: 24.9514 30.9402 -32.5186  -0.21
H: 24.7606 32.8725 -32.7876  0.13
H: 23.1887 32.0826 -32.5958  0.14
H: 23.3476 32.0804 -30.1457  0.12
H: 24.7447 33.1221 -30.3052  0.12
C: 29.4973 30.8604 -28.7103  -0.13
C: 28.2080 30.2748 -28.1717  -0.17
O: 28.1545 30.8102 -26.8416  -0.21
S: 29.6089 30.4897 -26.2102  0.66
O: 29.7549 29.0560 -26.0759  -0.25
O: 29.8849 31.3957 -25.1382  -0.21
O: 30.3769 30.9427 -27.5713  -0.18
H: 29.3467 31.8478 -29.1460  0.14
H: 29.9921 30.2406 -29.4542  0.11
H: 28.1834 29.1845 -28.1250  0.11
H: 27.3287 30.5861 -28.7274  0.11
C: 30.8473 26.3390 -24.1094  -0.18
C: 29.3506 26.5260 -23.9282  -0.17
O: 28.8171 25.2399 -23.6184  -0.21
S: 29.8718 24.0265 -23.7717  0.68
O: 29.9758 23.5374 -25.1209  -0.24
O: 29.7737 23.1435 -22.6493  -0.21
O: 31.1634 25.0595 -23.5830  -0.20
H: 31.4362 27.0346 -23.5152  0.14
H: 31.0914 26.4347 -25.1689  0.13
H: 28.9111 27.0350 -24.7864  0.09
H: 29.0476 27.0502 -23.0187  0.14
O: 23.4238 26.5432 -22.8075  -0.29
S: 23.7723 26.1939 -24.1637  0.63
O: 22.7126 25.9915 -25.1387  -0.28
O: 24.7182 27.3573 -24.8004  -0.27
C: 25.5493 28.0294 -23.8614  -0.27
C: 26.4063 28.9985 -24.6395  -0.07
C: 24.9763 24.8438 -24.0928  -0.09
H: 26.1449 27.2911 -23.3195  0.11
H: 24.9689 28.6636 -23.1888  0.13
H: 27.1644 29.4980 -24.0341  0.09
H: 25.8271 29.8042 -25.0966  0.06
H: 26.9067 28.5281 -25.4915  0.05
H: 24.3860 23.9943 -23.7525  0.08
H: 25.6524 25.0958 -23.2779  0.06
H: 25.4579 24.7034 -25.0581  0.05
O: 30.1369 24.4119 -30.8250  -0.31
S: 30.9177 23.5437 -29.9647  0.61
O: 30.8326 22.1283 -30.2379  -0.28
O: 32.4521 24.0185 -30.0065  -0.27
C: 33.4324 23.0545 -29.5375  -0.23
C: 34.4972 23.9737 -28.8696  -0.06
C: 30.4425 23.9615 -28.2913  -0.11
H: 33.8851 22.5937 -30.4119  0.12
H: 33.0487 22.3179 -28.8376  0.12
H: 34.1889 24.2535 -27.8614  0.07
H: 34.7011 24.8599 -29.4634  0.07
H: 35.4283 23.4297 -28.6964  0.08
H: 31.1817 23.7187 -27.5305  0.07
H: 29.4601 23.5870 -28.0108  0.07
H: 30.3651 25.0500 -28.3129  0.07
O: 25.5401 21.0550 -32.0669  -0.24
S: 26.0835 21.6870 -30.9069  0.69
O: 25.1666 22.1726 -29.8843  -0.35
O: 27.1062 20.6815 -30.1055  -0.22
C: 27.8842 19.8211 -30.8924  -0.32
C: 28.8933 18.9889 -30.1076  -0.05
C: 27.2298 23.0384 -31.3610  -0.07
H: 28.4322 20.3098 -31.7082  0.12
H: 27.2958 19.0857 -31.4531  0.12
H: 29.7844 19.5786 -29.8818  0.06
H: 29.2895 18.2299 -30.7805  0.08
H: 28.4017 18.6256 -29.2074  0.09
H: 27.5305 23.4896 -30.4180  0.05
H: 26.7163 23.7812 -31.9688  0.08
H: 28.1017 22.6733 -31.8983  0.07
O: 30.7329 27.8954 -30.4862  -0.28
S: 30.3899 28.2334 -31.8397  0.61
O: 29.9398 29.5312 -32.2296  -0.27
O: 31.5685 27.8055 -32.8842  -0.25
C: 32.2547 26.5662 -32.6560  -0.28
C: 33.7094 26.6236 -33.0711  -0.06
C: 29.1740 27.0713 -32.5019  -0.10
H: 31.7805 25.7243 -33.1649  0.12
H: 32.1992 26.3541 -31.5869  0.09
H: 33.9100 27.1380 -34.0102  0.08
H: 34.0685 25.6011 -33.2031  0.08
H: 34.3249 27.0686 -32.2888  0.08
H: 29.1097 27.3061 -33.5610  0.08
H: 28.2418 27.2749 -31.9764  0.05
H: 29.5209 26.0522 -32.3523  0.04
O: 22.8769 22.7236 -32.1812  -0.28
S: 22.5876 24.1117 -32.4314  0.61
O: 21.4264 24.7391 -31.8241  -0.29
O: 23.8705 25.0667 -32.2302  -0.27
C: 23.5672 26.4766 -32.2262  -0.27
C: 24.5793 27.2652 -33.0277  -0.06
C: 22.3983 24.2422 -34.2432  -0.11
H: 23.6616 26.8083 -31.1874  0.12
H: 22.5414 26.7484 -32.4671  0.12
H: 25.5911 27.0763 -32.6703  0.06
H: 24.4211 28.3296 -32.8796  0.06
H: 24.4925 26.9510 -34.0696  0.08
H: 21.8232 25.1244 -34.5197  0.06
H: 21.8336 23.3710 -34.5713  0.06
H: 23.3447 24.2506 -34.7795  0.07
O: 23.4881 30.4026 -25.7925  -0.28
S: 23.6839 30.5873 -27.2136  0.64
O: 22.5518 30.9851 -28.0330  -0.28
O: 24.8935 31.6616 -27.4828  -0.31
C: 24.9535 32.7903 -26.5995  -0.23
C: 26.0677 33.6536 -27.2524  -0.05
C: 24.4706 29.0498 -27.7513  -0.08
H: 25.3307 32.4499 -25.6358  0.12
H: 23.9931 33.2962 -26.5250  0.12
H: 26.4581 34.4658 -26.6412  0.08
H: 25.8537 34.0107 -28.2613  0.07
H: 26.9403 33.0247 -27.4529  0.06
H: 25.5202 29.0625 -27.4791  0.05
H: 24.3233 28.9708 -28.8270  0.06
H: 23.8434 28.3219 -27.2393  0.07